Record 1
Entry from the Open Molecules 2025 dataset: a 3-piece molecular cluster, C20H43F3N2O6S3 overall at a distorted geometry (ωB97M-V/def2-TZVPD).

Structure (XYZ):
```
77
C20H43F3N2O6S3 (ωB97M-V/def2-TZVPD)
O -5.2680 3.3642 -0.5837
S -4.2359 2.9475 -1.6119
O -5.0264 2.2401 -2.6993
O -3.4468 4.3058 -2.1415
C -3.1348 1.7199 -0.7348
C -1.8645 1.2194 -1.5780
C -0.5062 2.0112 -1.3455
C 0.1146 1.9150 0.1256
C 1.6995 2.1675 -0.0764
F 2.4072 2.0615 1.1416
F 2.2835 1.1609 -0.8851
F 1.9719 3.3626 -0.7425
C 0.0195 0.4749 0.8110
C -0.1028 0.6770 2.4200
C -1.5096 1.3905 2.6552
S -2.0436 1.0480 4.4275
O -1.2996 2.8212 2.5794
S -0.5166 3.3157 1.1926
O 0.5888 4.2410 1.6463
O -1.4913 4.2096 0.4502
H -3.4603 4.9742 -1.4148
H -2.9154 2.1329 0.2933
H -3.7999 0.8010 -0.5655
H -2.1318 1.3486 -2.6872
H -1.6842 0.0982 -1.4530
H -0.7003 3.0909 -1.6808
H 0.2227 1.6116 -2.1365
H -0.8843 -0.1415 0.5301
H 0.9324 -0.1811 0.6655
H -0.1385 -0.3537 2.9162
H 0.7772 1.2331 2.8619
H -2.3540 0.9869 2.0187
H -1.2647 1.8708 5.2368
C 4.7545 -1.6182 5.7005
C 4.5807 -0.9631 4.3352
N 5.3115 0.2889 4.1837
C 4.9329 1.0325 2.9831
C 5.2377 0.3960 1.6291
C 6.7433 0.2336 4.4532
C 7.5877 -0.7354 3.6250
H 4.4682 -0.9365 6.5050
H 4.1180 -2.5038 5.7683
H 5.7826 -1.9457 5.8690
H 3.5104 -0.7597 4.2134
H 4.8511 -1.6907 3.5591
H 5.3890 2.0274 3.0167
H 3.8539 1.2208 3.0336
H 6.2968 0.4630 1.3789
H 4.6949 0.9271 0.8426
H 4.9329 -0.6524 1.5786
H 6.8821 -0.0155 5.5109
H 7.1682 1.2387 4.3606
H 7.1125 -1.7115 3.5059
H 8.5482 -0.9014 4.1212
H 7.8099 -0.3336 2.6363
C -4.1237 -3.1123 -1.7564
C -4.4577 -2.2645 -2.9786
N -3.3412 -2.0852 -3.9036
C -3.5953 -1.0644 -4.9231
C -4.7166 -1.3308 -5.9238
C -2.7110 -3.3056 -4.3939
C -3.5891 -4.3114 -5.1387
H -3.2717 -2.6993 -1.2094
H -4.9798 -3.1338 -1.0777
H -3.8985 -4.1466 -2.0248
H -4.7644 -1.2810 -2.6045
H -5.3325 -2.6983 -3.4789
H -2.6699 -0.8636 -5.4738
H -3.8194 -0.1230 -4.4065
H -4.4221 -2.0616 -6.6776
H -4.9589 -0.4082 -6.4584
H -5.6357 -1.6753 -5.4441
H -2.2550 -3.8208 -3.5412
H -1.8591 -3.0428 -5.0303
H -4.5558 -4.4654 -4.6546
H -3.0863 -5.2822 -5.1735
H -3.7613 -4.0094 -6.1717
```

Its HOMO energy is -0.304 Eh. The value obtained for the gap between HOMO and LUMO is 8.179 eV. The LUMO energy comes out at -0.091 eV. As for the SMILES: O=S(=O)(O)CCC[C@]1(C(F)(F)F)CC[C@@H](S)OS1(=O)=O.CCN(CC)CC.CCN(CC)CC. As for the total energy: -2842.7757 hartree.

Record 2
Entry from the Open Molecules 2025 dataset: C14H17Cl2F9HfO3 as an isolated structure at a distorted geometry (ωB97M-V/def2-TZVPD).

Structure (XYZ):
```
46
C14H17Cl2F9HfO3 (ωB97M-V/def2-TZVPD)
C -0.7458 0.5990 -3.0280
C -1.5896 -0.5342 -2.8453
C -0.7662 -1.6251 -2.4335
C -3.0393 -0.6007 -3.0481
C 0.5792 -1.1668 -2.4004
C 0.5852 0.1950 -2.7604
C 1.7802 1.0709 -2.8328
C -1.2124 1.9344 -3.4366
C -1.2682 -2.9711 -2.1034
C 1.7383 -2.0189 -2.0707
Hf 0.8642 1.5545 1.3842
Cl -3.7606 1.3496 -0.5140
Cl -0.9511 3.0736 1.1812
O 0.8129 -0.1535 0.5135
H -3.5371 0.2878 -2.6006
H -3.4605 -1.4704 -2.5307
H -3.3270 -0.6533 -4.1160
H -2.0862 -2.9132 -1.3699
H -0.4752 -3.6017 -1.6862
H -1.6727 -3.4886 -2.9883
H 1.5151 -2.6745 -1.2184
H 2.6057 -1.4014 -1.8101
H 2.0334 -2.6713 -2.9090
H 2.7033 0.5227 -2.6428
H 1.7329 1.8859 -2.0977
H 1.8848 1.5371 -3.8233
H -2.0379 2.2723 -2.7962
H -1.5850 1.9327 -4.4751
H -0.3866 2.6514 -3.3822
H 1.4431 -0.8765 0.7582
O 2.3834 2.3274 0.7417
H 2.6700 3.1904 0.3490
F 2.2020 -1.3890 4.1714
C 1.9075 -0.2819 4.9185
F 1.9877 -0.6573 6.2135
F 2.9126 0.5994 4.6854
C 0.5499 0.3423 4.4858
O 0.6564 0.9259 3.2226
C -0.5208 -0.7753 4.4489
F -0.5779 -1.5859 5.5354
F -1.7575 -0.2526 4.2938
F -0.3106 -1.5734 3.3734
C 0.0838 1.4622 5.4531
F -0.2507 1.0275 6.6860
F 1.0432 2.4088 5.6022
F -0.9942 2.1124 4.9487
```

Its HOMO energy is 0.032 Eh. The net charge is -2. The value obtained for the gap between HOMO and LUMO is 3.121 eV. The energy above the lowest of the compared OMol25 structures with the same formula, charge and spin comes out at 50.54 kcal/mol. The LUMO energy comes out at 3.986 eV. As for the total energy: -2636.7953 hartree.

Record 3
Entry from the Open Molecules 2025 dataset: C9H21BeBrF10LiMgN3NbO11PS as an isolated structure at a distorted geometry (ωB97M-V/def2-TZVPD).

Structure (XYZ):
```
61
C9H21BeBrF10LiMgN3NbO11PS (ωB97M-V/def2-TZVPD)
N -0.5819 -0.7842 -0.2519
P 0.3228 -0.4703 -1.6933
O 1.7299 -1.2749 -1.5535
Nb 1.0218 2.0240 -1.9188
F 0.8838 1.8619 -3.9124
C -1.1733 2.7942 -1.8707
F -1.7975 2.6292 -3.0738
F -1.0473 4.1545 -1.7483
C -2.0876 2.3628 -0.6880
F -1.3610 2.0782 0.4235
F -2.8247 3.4564 -0.3113
C -3.1379 1.2766 -0.9866
F -3.3010 0.5415 0.1904
F -2.8226 0.4083 -1.9202
C -4.5696 1.8211 -1.3455
F -5.2341 0.7802 -1.8502
F -5.2411 2.2008 -0.2684
F -4.5490 2.7153 -2.2835
H -1.2279 -1.5742 -0.3455
H -0.0136 -0.8160 0.6687
H 1.9702 -1.3495 -0.5950
H 2.7420 1.4359 -1.9648
H 1.2534 2.2318 -0.1354
H 1.6460 3.7003 -2.1737
Li -2.4614 0.3520 1.9550
O -0.6038 1.8589 -6.6651
H -1.2153 1.9376 -5.9203
O 3.4106 -1.1813 1.9310
C 4.1388 -2.1195 2.0419
O 4.3588 -2.7603 3.2218
C 5.3606 -3.7710 3.0447
C 5.3520 -4.0871 1.5566
C 4.9727 -2.7440 0.9468
H 6.3286 -3.3658 3.3821
H 5.1126 -4.6434 3.6536
H 6.2999 -4.4855 1.1929
H 4.5757 -4.8220 1.3405
H 5.8460 -2.1150 0.7654
H 4.3926 -2.8629 0.0346
Mg 7.6712 -4.6865 3.6178
O -6.9057 4.5575 0.5497
H -6.2906 3.8807 0.2487
H -7.5996 4.0654 0.9999
O -2.7274 -0.3889 -6.1011
H -3.3631 -0.5908 -6.7943
H -1.8908 -0.2679 -6.5726
C -3.1620 -2.5810 4.6756
O -2.7174 -2.2123 3.5811
N -2.5157 -3.4873 5.4405
N -4.3250 -2.1116 5.1894
H -2.8533 -3.8073 6.3299
H -1.6489 -3.8546 5.0862
H -4.8311 -1.4374 4.6454
H -4.7006 -2.4033 6.0733
O 5.0060 4.8802 -4.2809
S 4.8742 4.8310 -2.8220
O 6.0588 4.1837 -2.2577
O 3.6867 4.0498 -2.4375
O 4.7363 6.1969 -2.3133
Be -4.0479 -4.1878 3.1466
Br 1.0781 -2.0235 1.1223
```

Its HOMO energy is -0.251 Eh. The value obtained for the gap between HOMO and LUMO is 1.594 eV. The energy above the lowest of the compared OMol25 structures with the same formula, charge and spin comes out at 93.64 kcal/mol. The LUMO energy comes out at -5.243 eV. As for the total energy: -5938.2601 hartree.